No. 1
Density functional theory data (ωB97M-V/def2-TZVPD) for C38H35N8OScTe as an isolated structure.

```
84
Properties=species:S:1:pos:R:3:forces:R:3:mulliken_charge:R:1
Sc -0.041798 0.288154 -0.140658 -0.01 -0.16 0.49 -0.36
C 0.361951 0.439769 3.239217 0.03 0.02 0.01 -0.92
N -0.328279 -0.462603 2.291834 0.05 -0.04 -0.06 0.17
C -1.739946 -0.741198 2.639682 -0.05 0.01 0.01 -1.38
C -2.646426 -0.319685 1.528112 -0.02 -0.09 -0.06 0.28
N -2.220989 -0.122427 0.302215 0.12 0.20 0.10 0.80
C -3.352654 0.194874 -0.455552 -0.10 -0.08 -0.01 0.34
C -3.478705 0.496738 -1.808935 -0.02 -0.06 -0.02 -0.56
C -4.748616 0.763076 -2.276670 0.03 0.00 -0.01 -0.75
C -5.866730 0.731320 -1.428889 -0.01 0.00 0.01 -0.63
C -5.753856 0.425833 -0.087741 -0.02 0.00 0.03 -1.11
C -4.472135 0.156204 0.375185 0.08 0.07 -0.09 0.77
N -3.979161 -0.169447 1.635730 -0.03 -0.04 0.07 -0.09
C 1.205367 1.426266 2.497514 0.08 -0.02 0.01 -0.06
N 1.283844 1.459988 1.188035 -0.17 -0.02 -0.07 0.91
C 2.128642 2.529259 0.872743 0.06 0.04 0.07 0.21
C 2.531160 3.036591 -0.359270 0.00 -0.01 -0.03 -0.18
C 3.378808 4.125166 -0.343460 0.00 -0.01 -0.02 -0.98
C 3.817245 4.700311 0.859216 -0.01 0.00 0.03 -0.55
C 3.417172 4.209924 2.086005 0.02 0.01 0.01 -1.16
C 2.563996 3.114862 2.060335 -0.01 -0.03 -0.06 0.63
N 1.954408 2.380765 3.075670 0.01 0.00 0.05 -0.06
H 0.982017 -0.121939 3.942536 -0.02 0.00 0.03 0.44
H -0.373804 0.982062 3.834779 -0.02 0.01 -0.03 0.49
H 0.162454 -1.350257 2.293584 0.00 0.00 -0.03 0.08
H -2.021086 -0.238199 3.566015 0.01 0.00 0.00 0.47
H -1.877279 -1.810049 2.814268 0.00 -0.01 0.03 0.39
H -2.623045 0.514035 -2.472686 -0.03 -0.01 0.00 0.36
H -4.889743 1.001304 -3.321957 0.00 0.01 0.00 0.49
H -6.842523 0.950451 -1.839721 0.00 -0.01 0.00 0.45
H -6.618110 0.396634 0.561678 0.00 0.01 -0.01 0.46
H -4.524380 -0.279331 2.475385 0.01 0.00 0.01 0.25
H 2.183046 2.608082 -1.290186 -0.01 0.00 0.00 0.29
H 3.710930 4.553972 -1.278878 0.00 0.00 0.00 0.46
H 4.479836 5.553750 0.822470 0.00 0.00 0.00 0.43
H 3.750912 4.657736 3.011980 0.00 0.01 0.00 0.44
H 2.048685 2.544831 4.065007 0.00 0.00 0.00 0.25
C 1.855544 0.281318 -4.270203 0.00 -0.02 0.01 -2.02
C 1.498267 0.067617 -2.841091 -0.08 0.09 -0.07 0.22
N 0.547488 0.680213 -2.227805 0.10 -0.12 -0.06 2.22
N -0.167296 1.652484 -2.875897 -0.12 0.18 -0.10 -1.44
C -0.858388 2.331482 -1.984816 0.14 -0.14 -0.11 0.19
O -0.815721 2.029738 -0.716565 -0.05 0.03 -0.11 -0.69
C -1.718686 3.435591 -2.423397 -0.04 0.06 0.02 0.61
C -1.797708 3.784668 -3.771988 0.01 -0.01 0.00 -0.32
C -2.637531 4.809714 -4.168575 0.00 0.00 -0.01 -0.80
C -3.399782 5.489704 -3.226151 0.01 -0.01 0.01 -0.40
C -3.322467 5.144980 -1.883119 -0.01 0.01 0.00 -0.93
C -2.484258 4.119722 -1.480384 0.02 -0.02 -0.01 -0.17
C 2.306580 -0.812725 -1.968878 0.05 -0.07 0.07 0.75
C 3.406243 -1.515301 -2.436956 0.01 0.02 -0.03 -0.79
C 4.190156 -2.225426 -1.539468 0.00 0.00 0.02 -0.75
C 3.848429 -2.217537 -0.197733 0.03 -0.01 -0.02 -1.15
C 2.720460 -1.512085 0.185432 -0.04 0.02 0.03 -0.40
N 1.958830 -0.829410 -0.665995 0.08 0.01 0.01 1.06
H 1.151646 0.966681 -4.729251 0.00 0.00 -0.01 0.38
H 1.842420 -0.667587 -4.810401 0.01 0.00 0.00 0.42
H 2.863964 0.692912 -4.352752 0.00 0.00 0.00 0.38
H -1.200239 3.248729 -4.496073 0.00 0.01 0.00 0.49
H -2.698113 5.082731 -5.213330 0.00 0.00 0.00 0.44
H -4.054193 6.291826 -3.540534 0.00 0.00 0.00 0.43
H -3.914995 5.677984 -1.151818 0.00 0.00 0.00 0.43
H -2.415233 3.839104 -0.438405 0.00 0.01 0.00 0.45
H 3.659873 -1.489526 -3.486900 0.00 0.01 0.00 0.57
H 5.059710 -2.768564 -1.884206 0.00 0.00 0.00 0.48
H 4.438136 -2.741750 0.540421 -0.01 -0.01 0.00 0.50
H 2.420864 -1.487935 1.227672 0.01 0.00 0.00 0.39
C 0.693473 -4.130250 -1.360034 0.04 0.06 -0.05 -0.54
Te -0.869307 -2.698274 -1.073190 -0.02 -0.09 -0.07 0.25
C -1.494620 -3.960884 0.545913 -0.03 0.06 0.03 -1.01
C -0.754206 -5.261633 0.354913 0.04 0.00 -0.03 0.54
C -1.114270 -6.384882 1.095366 0.00 -0.01 0.00 -0.72
C -0.430230 -7.576697 0.933399 -0.01 0.00 0.02 -0.63
C 0.619290 -7.656306 0.026529 0.01 0.01 -0.02 -0.63
C 0.978416 -6.543972 -0.714379 0.00 -0.01 0.01 -0.72
C 0.295730 -5.340820 -0.553700 -0.03 0.00 0.02 0.47
H 1.646251 -3.719327 -1.028027 -0.01 0.03 -0.01 0.07
H 0.764934 -4.361948 -2.421133 -0.02 0.03 0.00 0.60
H -2.572789 -4.096291 0.487867 0.00 0.03 -0.02 0.63
H -1.250141 -3.511810 1.508875 -0.01 0.03 -0.01 0.29
H -1.941214 -6.327305 1.793070 0.00 0.00 0.00 0.45
H -0.721214 -8.447401 1.504970 0.00 0.00 0.00 0.42
H 1.149004 -8.589141 -0.110519 0.00 0.00 0.00 0.42
H 1.787282 -6.610437 -1.432049 0.00 0.00 0.00 0.47
```
Positions in Å, forces in eV/Å.

Net charge: +2
HOMO-LUMO gap (eV): 7.178
Energy above the lowest of the compared OMol25 structures with the same formula, charge and spin (eV): 0.744
LUMO (eV): -5.8252
2S+1: 1
Electronic energy (hartree): -3010.86365

No. 2
Density functional theory data (ωB97M-V/def2-TZVPD) for a 3-piece molecular cluster, C38H36FNO8PS2 overall in a non-equilibrium geometry.

```
87
Properties=species:S:1:pos:R:3:forces:R:3:mulliken_charge:R:1
O -5.941634 2.785828 3.271224 0.87 -2.00 0.06 -0.59
C -5.138942 2.345284 4.422897 -1.23 -0.47 2.07 0.12
C -5.595563 3.013831 5.885103 2.84 0.42 -1.17 -0.54
O -4.699063 2.271762 6.830205 -2.51 0.42 -2.39 -0.28
P -3.179837 1.988404 5.995552 1.54 -0.45 2.27 0.78
F -2.749221 1.169798 7.522318 -0.44 0.85 -0.49 -0.51
C -1.314346 1.803401 5.630208 1.90 -0.66 -1.03 -0.94
C -0.986398 1.245758 4.109976 1.46 -0.62 0.98 0.28
C -0.049960 2.380102 3.391697 -0.92 -0.22 2.47 -0.69
S 0.323114 2.110961 1.585200 -1.16 -0.27 -0.88 -0.05
C -0.716297 0.678010 0.864428 -0.87 -1.34 0.36 -0.23
S -0.224666 -0.880183 1.449266 -0.93 2.56 -1.54 -0.13
N -1.816923 0.908838 -0.141849 1.98 -1.08 3.51 0.27
C -2.531166 -0.354642 -0.558891 -1.41 0.08 -0.76 -0.73
C -3.605995 -0.789537 0.599605 -0.41 -1.40 -0.16 -0.29
O -4.286555 0.331441 1.272253 0.63 0.67 -1.30 -0.35
C -4.339827 1.537612 0.431680 1.06 -0.72 -1.18 -0.26
C -2.754233 2.030046 0.229627 -2.13 1.68 -1.11 -0.64
O -3.669468 2.618198 4.425534 -3.56 -1.02 -0.30 -0.32
H -6.233698 1.911941 2.830181 0.87 2.24 1.05 0.39
H -5.485414 1.225053 4.550277 1.62 1.72 -0.23 0.21
H -5.037689 4.066651 5.811983 -2.03 -1.55 0.22 0.26
H -6.746131 3.020937 6.129831 2.47 -0.14 -0.30 0.24
H -3.534714 0.656798 5.533306 0.11 0.55 0.16 -0.21
H -2.842956 3.323260 6.432297 -0.21 -0.21 0.21 -0.26
H -0.849755 1.047194 6.423579 -1.08 1.63 -1.82 0.17
H -0.761095 2.844700 5.817069 -1.21 -2.09 -0.53 0.29
H -0.324341 0.265311 4.271418 -1.39 2.07 -0.72 0.20
H -1.927876 0.910312 3.502846 1.66 1.05 1.12 -0.04
H -0.570862 3.430236 3.613479 1.05 -2.24 -1.05 0.31
H 0.975117 2.399928 4.003263 -2.08 -0.13 -1.66 0.33
H -1.820015 -1.225852 -0.924654 -1.35 1.93 1.27 0.32
H -3.180368 -0.073668 -1.519679 1.48 -0.42 2.02 0.27
H -3.136108 -1.455626 1.471815 -0.92 1.67 -2.07 0.24
H -4.443309 -1.434572 0.050396 1.71 1.18 1.06 0.25
H -4.979808 2.418180 0.868110 1.43 -2.00 -0.31 0.36
H -4.838651 1.219224 -0.600457 1.10 0.82 1.89 0.22
H -2.796717 2.761443 -0.713075 0.24 -1.22 2.17 0.26
H -2.489252 2.610899 1.208883 -0.09 -1.31 -1.98 0.29
C 2.865840 1.200018 -0.913506 -0.03 0.20 -0.23 -0.25
C 4.218329 1.074934 -0.597067 0.15 0.31 -0.23 -0.66
C 5.147745 1.963048 -1.140858 -0.20 -0.22 0.15 -0.52
C 4.724923 2.972661 -2.013998 -0.06 -0.42 0.30 0.26
C 3.376041 3.082329 -2.349590 -0.19 -0.45 0.35 0.24
C 2.442400 2.201042 -1.788914 0.12 -0.20 0.14 -0.77
C 2.925577 4.112115 -3.308077 -1.48 -0.06 -0.19 0.54
O 1.740352 4.211393 -3.600672 0.73 0.01 0.09 -0.68
C 3.924602 5.014115 -3.915057 0.20 0.54 -0.47 0.18
C 3.519519 5.956924 -4.868924 0.24 0.23 -0.16 -0.52
C 4.455783 6.822829 -5.438079 -0.18 -0.29 0.23 -0.44
C 5.793822 6.756372 -5.050637 0.00 -0.29 0.26 -0.44
C 6.201114 5.814404 -4.104776 -0.11 0.22 -0.24 -0.54
C 5.265834 4.935049 -3.543239 0.13 0.54 -0.43 0.15
C 5.712652 3.918625 -2.570310 1.31 -0.26 0.54 0.62
O 6.889235 3.856475 -2.232697 -0.62 0.10 -0.25 -0.69
H 2.140252 0.513650 -0.482527 0.10 0.14 -0.04 0.47
H 4.549959 0.286794 0.075272 -0.07 0.16 -0.11 0.42
H 6.201289 1.862581 -0.885227 -0.23 0.19 -0.15 0.44
H 1.385804 2.289163 -2.035646 0.28 0.10 -0.02 0.54
H 2.476208 6.017502 -5.174597 0.22 -0.15 0.22 0.45
H 4.139979 7.550637 -6.182414 0.03 -0.14 0.15 0.39
H 6.522098 7.435588 -5.488469 -0.12 -0.13 0.09 0.38
H 7.248273 5.765137 -3.810817 -0.31 -0.14 0.04 0.44
C -1.558210 -7.384806 -4.877504 0.09 0.21 0.30 -0.47
C -0.561324 -8.360102 -4.882279 0.20 0.09 0.33 -0.44
C 0.407877 -8.372891 -3.877911 -0.24 -0.02 -0.27 -0.55
C 0.387498 -7.399521 -2.871627 -0.29 -0.21 -0.56 0.18
C -0.594663 -6.409870 -2.880803 -0.26 -0.31 -0.56 0.13
C -1.576965 -6.409244 -3.879698 0.02 -0.23 -0.24 -0.49
C -0.596544 -5.349089 -1.852789 -0.97 1.12 0.14 0.48
O -1.461051 -4.481435 -1.858072 0.48 -0.53 -0.07 -0.69
C 0.462838 -5.344067 -0.824311 0.30 0.30 0.52 0.07
C 0.506882 -4.311530 0.121613 0.17 -0.01 0.17 -0.11
C 1.497542 -4.306403 1.105932 -0.21 -0.08 -0.26 -0.45
C 2.438757 -5.334340 1.154234 -0.12 -0.21 -0.32 -0.57
C 2.400638 -6.361187 0.209788 0.01 0.22 0.19 -0.60
C 1.416282 -6.360426 -0.787397 0.29 0.17 0.46 0.28
C 1.406078 -7.431535 -1.803260 1.05 -0.98 0.19 0.62
O 2.235735 -8.332837 -1.764314 -0.49 0.47 -0.08 -0.69
H -2.318986 -7.380269 -5.655014 0.13 0.02 0.15 0.39
H -0.539294 -9.112851 -5.667177 0.01 0.12 0.16 0.39
H 1.180026 -9.140438 -3.885119 -0.13 0.26 0.17 0.44
H -2.354917 -5.647801 -3.885527 0.28 -0.10 0.15 0.46
H -0.226155 -3.506896 0.092840 0.11 -0.23 -0.07 0.39
H 1.533054 -3.500893 1.836252 -0.06 -0.11 -0.16 0.43
H 3.206170 -5.334480 1.925267 -0.14 -0.01 -0.15 0.39
H 3.141726 -7.157735 0.250799 -0.26 0.13 -0.17 0.45
```
Positions in Å, forces in eV/Å.

Net charge: -1
HOMO-LUMO gap (eV): 4.962
LUMO (eV): 0.2279
2S+1: 1
Electronic energy (hartree): -3363.78004